Computed, not measured: a molecular structure, C34H42BClMnN10OS, with wB97M-V/def2-TZVPD.

As for the max |F|: 2.56 eV/A. The calculated total energy comes out at -3977.9370 Eh. For the LUMO energy (alpha / beta), the calculation gives -0.888 / -0.889 eV. The calculation puts the frontier orbital gap (alpha / beta) at 0.1658 / 0.1674 Eh. For the HOMO energy (alpha / beta), the calculation gives -5.4 / -5.4 eV.

The geometry in ORCA input format:
```
! wB97M-V def2-TZVPD RIJCOSX def2/J DEFGRID3
* xyz 0 2
C 4.792 -0.373 -1.286
H 1.833 0.939 1.135
N -0.444 -1.941 -0.284
H -1.145 -5.217 2.018
C 4.067 -1.177 0.828
C -0.146 -3.918 0.650
C 3.055 2.217 -0.022
N -0.600 -2.664 0.844
C -4.195 -2.751 3.253
H 1.635 2.147 -6.773
C -0.157 1.051 -6.413
H 1.458 -2.316 -2.784
B -1.374 -2.108 2.054
C 1.069 2.136 -4.690
N -2.742 -1.619 1.551
H -1.374 4.870 -0.261
H 1.645 -0.877 -0.332
H -5.967 -1.399 1.294
C 6.363 -1.412 0.191
H -2.489 4.284 2.107
Mn -1.094 0.308 -0.199
C -0.133 -4.975 1.697
H 3.697 4.114 -0.713
C 0.028 -0.833 3.827
C 5.354 -1.589 1.121
H 1.119 2.941 2.856
N 0.216 1.708 -3.753
N -2.870 -0.833 0.465
H -3.966 0.256 -1.665
C -4.901 -1.345 1.211
C -0.777 3.282 -1.546
H -3.649 4.821 0.889
H 0.937 0.891 4.852
H 3.277 -1.336 1.546
H -1.349 2.423 -1.918
H -0.359 0.727 -7.420
H 0.743 -4.858 -1.139
H 0.033 -1.264 -2.703
C 0.405 0.481 4.021
C -4.712 0.146 -0.885
C 2.353 -0.114 -0.665
C 1.951 1.205 0.069
H 1.896 2.727 -4.328
O -2.554 1.979 0.102
C -2.401 3.185 0.265
C -3.162 3.950 1.321
H -3.909 3.293 1.754
H -0.567 3.183 3.305
N -1.040 0.652 -5.439
H 6.860 -0.647 -1.748
C 6.083 -0.802 -1.017
H 1.454 4.649 -1.679
H -5.597 -0.334 -1.297
H -1.841 0.074 -5.648
H -0.138 2.864 1.611
H -0.638 3.999 -2.358
H -0.632 -2.442 5.061
N 0.646 1.625 -0.448
C 2.890 3.398 -0.636
H 3.990 1.929 0.433
C 0.918 1.814 -6.045
H 0.431 -4.641 2.566
H -1.508 -2.944 2.876
N -0.645 0.313 2.064
H -5.262 -2.774 3.461
C 3.750 -0.562 -0.381
H -3.843 -3.773 3.122
H 2.212 0.057 -1.734
C 0.296 -2.003 4.700
Cl 4.504 0.404 -2.810
H 0.844 -2.768 4.152
C -3.961 -1.939 2.031
H 0.891 -1.680 5.549
H -3.668 -2.320 4.103
C 1.619 3.708 -1.178
C 0.389 -2.285 -2.584
H 0.336 -5.870 1.296
C -4.168 -0.659 0.239
N -1.574 3.913 -0.506
S -1.939 0.353 -3.014
C -0.043 1.165 2.890
N -0.612 -0.902 2.644
H -0.114 -2.923 -3.309
H 5.577 -2.044 2.076
C -0.808 0.972 -4.107
C 0.308 -4.007 -0.652
H 7.365 -1.754 0.396
C 0.095 -2.741 -1.203
C 0.572 2.817 -1.035
H -4.987 1.140 -0.538
C 0.098 2.626 2.644
*
```

Atom charges from the Mulliken analysis, given in e for atoms 1 to 5: 0.5997 -0.8323 0.5733 0.2578 -0.1663



Computed, not measured: a molecular structure, C34H42BeN2OSSeSiTe, with wB97M-V/def2-TZVPD.

As for the max |F|: 0.55 eV/A. The calculated total energy comes out at -4877.6221 Eh. For the LUMO energy (alpha / beta), the calculation gives 2.543 / 2.109 eV. The calculation puts the frontier orbital gap (alpha / beta) at 0.2463 / 0.2318 Eh. For the HOMO energy (alpha / beta), the calculation gives -4.2 / -4.2 eV.

The geometry in ORCA input format:
```
! wB97M-V def2-TZVPD RIJCOSX def2/J DEFGRID3
* xyz -1 2
Te 2.118 -0.219 -1.022
H 3.770 2.869 -1.956
C 0.932 2.653 -1.007
C 1.614 -2.401 0.767
H 4.041 1.903 2.268
C -0.367 -1.453 4.375
C -0.875 -2.329 5.306
H 0.733 6.418 0.392
Se -0.771 1.410 2.036
H -4.236 1.063 -1.626
C -3.306 -5.276 1.197
C -3.710 1.734 -0.955
H 0.304 -0.643 4.643
H -2.563 0.154 -0.061
N 1.126 -1.137 0.842
C 1.816 1.782 -0.366
H 4.554 1.300 -1.861
C -2.362 3.422 0.777
C -1.704 -3.355 4.844
C 1.363 0.525 -5.396
C -4.769 -4.825 3.828
H 0.764 -3.801 2.155
H -5.358 -5.736 3.670
H 1.492 1.651 -7.780
C 3.165 1.491 -3.510
C -2.077 2.054 0.809
H -0.625 -2.229 6.353
C 1.678 -3.212 2.059
H -5.327 -3.979 3.414
N -0.676 -1.550 3.083
C 1.619 4.453 0.476
C 2.297 1.470 -5.786
H 3.065 3.908 1.964
H 4.266 0.868 0.849
H -2.044 -6.329 4.827
C 0.020 2.253 -2.142
H -4.669 -4.666 4.907
C -2.061 -3.477 3.508
Be -0.319 -0.727 1.565
C 2.192 0.548 -3.131
H 1.277 5.935 2.004
C 3.192 1.937 -4.830
H 0.657 0.139 -6.130
H 2.959 0.528 1.970
C 0.863 3.980 -0.579
H -3.496 5.005 -0.124
C 1.514 5.885 0.937
H 1.784 -2.584 2.943
O 2.054 -2.959 -0.251
C 0.214 -0.956 -3.757
C 2.476 3.563 1.117
C -1.555 -2.482 2.630
H -1.826 4.081 1.451
H 5.047 2.454 -3.111
H -0.935 2.766 -2.046
C 3.521 1.336 1.494
C -2.769 1.216 -0.072
H 2.520 -3.896 1.979
C 2.374 1.954 -7.214
C -3.980 3.097 -0.985
H 3.942 2.670 -5.119
H 0.158 4.646 -1.072
S -1.902 -2.235 0.959
H -2.806 -7.371 3.613
C -3.299 3.937 -0.112
C 1.297 0.052 -4.084
H -0.172 1.183 -2.146
H -3.854 -4.463 0.718
Si -3.090 -4.972 3.015
C -2.217 -6.458 3.753
C 4.192 2.060 -2.556
H -0.745 -0.451 -3.601
H -4.712 3.497 -1.677
H 0.432 -1.525 -2.858
H -2.339 -5.355 0.692
H 3.252 1.543 -7.719
H -2.081 -4.079 5.564
H 2.450 3.043 -7.258
H 2.457 6.417 0.785
H -1.243 -6.604 3.274
H 0.084 -1.661 -4.581
C 2.592 2.238 0.717
H 0.459 2.518 -3.108
H -3.857 -6.214 1.056
*
```

Atom charges from the Mulliken analysis, given in e for atoms 1 to 5: 0.8233 0.1693 1.4497 0.6793 0.4692



Computed, not measured: a molecular structure, C34H42BeN4P2, with wB97M-V/def2-TZVPD.

As for the max |F|: 5.28 eV/A. The calculated total energy comes out at -2236.9878 Eh. For the LUMO energy (alpha / beta), the calculation gives 0.302 / -0.637 eV. The calculation puts the frontier orbital gap (alpha / beta) at 0.2566 / 0.2346 Eh. For the HOMO energy (alpha / beta), the calculation gives -6.7 / -7.0 eV.

The geometry in ORCA input format:
```
! wB97M-V def2-TZVPD RIJCOSX def2/J DEFGRID3
* xyz 0 1
H 0.711 0.835 -0.499
H 3.453 -0.409 -1.979
H 1.079 -5.928 -2.004
H -1.799 0.164 -4.533
H 4.852 -2.848 -6.070
C 0.212 -5.302 -2.118
H -4.665 -4.533 1.371
H -3.085 5.121 -4.793
H 2.879 1.130 -2.744
N -2.715 2.567 -2.703
H -0.167 -1.298 -5.578
H 2.303 1.897 4.117
N -0.413 1.610 -2.846
H 1.975 -3.170 -6.530
H -0.101 1.285 3.721
C 3.690 -2.475 -4.298
H 4.253 -2.759 -3.389
H 3.321 -1.348 -7.118
H -2.428 3.499 -0.773
C -1.852 -4.568 -2.710
C 1.463 -2.761 -5.638
C 3.006 -0.074 -5.345
C 2.669 -1.120 -2.245
C 2.871 1.652 2.062
C 0.612 1.283 2.898
C -1.016 -5.668 -2.765
H 3.932 1.899 2.203
C -2.516 -0.002 -3.713
H 4.663 -0.240 -6.734
C 1.960 1.638 3.110
H -3.633 -1.856 -3.460
C -4.412 -3.845 0.570
C 0.169 0.970 1.599
H 0.588 -3.419 -5.493
C 3.884 -0.883 -6.285
N -3.214 -2.579 -0.896
H 1.837 -0.927 -1.557
H 5.479 -1.579 -5.014
H 2.946 2.642 -1.029
C -2.585 -1.523 -3.384
Be 2.593 -1.162 -4.026
H 4.290 1.503 -0.358
C -2.574 3.680 -1.834
P -2.051 1.047 -2.271
N -1.189 -3.531 -2.039
C 0.136 2.815 -3.294
H 2.289 3.363 -3.712
C -4.569 -2.347 -1.138
H -2.718 5.848 -2.179
H 1.871 -3.380 -3.594
H -2.023 -2.103 -4.139
C 0.633 0.692 -2.707
C -2.722 4.842 -2.579
H -1.249 -6.633 -3.202
C 2.327 -2.797 -4.405
H 3.406 0.907 -5.074
C 1.838 1.367 -2.970
H -6.411 -3.179 -0.232
H -2.860 -4.432 -3.069
C -2.895 3.066 -4.010
C -5.330 -3.127 -0.273
C 2.406 1.507 0.709
P -1.838 -1.918 -1.742
H -0.863 0.642 1.419
H -0.484 3.672 -3.481
C -2.921 4.454 -3.956
H 1.052 0.624 -5.146
H -4.865 -1.640 -1.900
C -3.127 -3.484 0.176
H 0.754 -3.342 -1.144
H -2.163 -3.786 0.554
C 1.517 2.677 -3.381
C 0.878 -1.364 -5.942
H 0.325 -0.330 -2.463
C 4.551 -1.998 -5.437
H -3.495 0.365 -4.069
H 3.042 -2.098 -1.928
C 0.082 -3.992 -1.682
C 1.044 1.064 0.524
H -3.024 2.378 -4.840
C 1.652 -0.270 -5.282
H 0.825 -1.210 -7.033
C 3.254 1.843 -0.359
*
```

Atom charges from the Mulliken analysis, given in e for atoms 1 to 5: 0.4426 0.5038 0.5004 0.4003 0.3379



Computed, not measured: a molecular structure, C34H42BrMnN5O2Se2Si, with wB97M-V/def2-TZVPD.

As for the max |F|: 3.08 eV/A. The calculated total energy comes out at -10562.3918 Eh. For the LUMO energy (alpha / beta), the calculation gives -3.824 / -3.622 eV. The calculation puts the frontier orbital gap (alpha / beta) at 0.2295 / 0.2451 Eh. For the HOMO energy (alpha / beta), the calculation gives -10.1 / -10.3 eV.

The geometry in ORCA input format:
```
! wB97M-V def2-TZVPD RIJCOSX def2/J DEFGRID3
* xyz 1 5
C 3.796 -0.908 3.152
C 0.366 1.246 -4.695
H -3.427 -4.385 1.557
H -4.214 -3.036 2.360
C 2.434 -1.655 -3.107
C 4.011 3.365 -2.222
H -2.081 -3.581 -4.405
H -2.214 2.620 -4.289
H -0.200 3.980 -4.712
C 0.167 2.194 -5.879
C 3.600 0.265 3.868
H 5.426 2.514 -5.178
H 0.291 -2.919 -4.245
C 0.609 4.500 -0.180
H -3.647 -2.876 -2.583
H 4.310 0.567 4.620
H 1.044 2.454 0.255
C 4.961 3.220 -3.215
H 1.140 2.499 -6.265
C -2.068 -2.240 4.815
C 2.737 2.882 -2.478
H -2.548 2.526 -6.024
C 3.386 2.137 -4.702
H -2.752 -1.627 -0.656
C 2.482 1.041 3.603
C 1.487 3.259 -0.331
H 2.202 6.374 0.995
C 1.394 -1.398 -2.209
C 0.653 2.142 -2.388
H 0.464 4.660 0.890
H 4.263 3.838 -1.287
H 0.426 6.533 -0.793
H -0.604 0.956 -4.284
C -3.582 -3.906 2.520
C -2.112 3.140 -5.240
H 2.871 0.618 -0.102
C 2.767 -0.028 -0.964
Br 3.077 -2.799 1.122
C 2.865 -1.228 2.175
H 4.483 -1.262 -3.582
C 0.038 -1.914 -2.363
H 0.893 0.344 -5.022
C 3.833 -0.225 -1.819
C -2.600 -2.626 -2.548
H -2.680 4.064 -5.174
H -0.444 -5.258 2.484
H 2.720 7.246 -0.448
H 2.272 1.955 4.132
H 2.275 -2.317 -3.940
C 3.665 -1.068 -2.908
C 1.607 0.614 2.616
Si -1.914 -3.408 3.312
Se -0.863 -2.050 1.594
C -0.625 -4.810 3.458
H 0.325 -4.418 3.813
H -0.605 4.107 -6.420
C 2.423 6.274 -0.065
N -0.808 -1.584 -1.355
H 3.164 1.662 -5.641
H 4.639 -1.550 3.342
N 1.610 2.795 -1.693
H 5.962 3.584 -3.045
O 0.082 2.426 2.860
C 1.195 5.761 -0.811
H 4.770 0.268 -1.631
N 1.120 1.852 -3.625
H -4.123 -4.598 3.158
C 4.655 2.616 -4.431
H -1.093 -1.868 5.118
N 1.812 -0.487 1.893
C -1.728 -3.014 -3.559
H -0.340 1.631 -6.663
H -2.515 -2.746 5.665
O -0.253 0.907 1.252
H -0.945 -5.590 4.140
H 2.491 3.446 0.051
H -2.684 -1.378 4.574
H -0.369 4.291 -0.616
C -2.100 -1.926 -1.474
H 3.272 5.602 -0.176
C 2.427 2.276 -3.708
C -0.652 3.445 -5.552
Mn -0.251 -0.505 0.166
Se -0.988 1.624 -1.747
H 1.449 5.581 -1.860
C 0.365 1.412 2.257
N 1.575 -0.597 -1.133
C -0.402 -2.645 -3.466
*
```

Atom charges from the Mulliken analysis, given in e for atoms 1 to 5: -0.5589 -1.2719 0.2913 0.3116 -0.5565



Computed, not measured: a molecular structure, C34H42N4P2Ru, with wB97M-V/def2-TZVPD.

As for the max |F|: 3.59 eV/A. The calculated total energy comes out at -2316.4801 Eh. For the LUMO energy (alpha / beta), the calculation gives -5.971 / -10.039 eV. The calculation puts the frontier orbital gap (alpha / beta) at 0.2493 / 0.1054 Eh. For the HOMO energy (alpha / beta), the calculation gives -12.8 / -12.9 eV.

The geometry in ORCA input format:
```
! wB97M-V def2-TZVPD RIJCOSX def2/J DEFGRID3
* xyz 2 5
H 2.005 -0.509 -4.384
C 1.138 0.159 -4.222
H 4.633 3.251 -0.851
C 0.893 -1.811 -1.211
H -0.974 1.732 -1.303
C -1.627 1.153 -3.354
H -0.053 -1.494 3.145
C 4.366 2.198 -0.885
C 1.403 0.930 -2.954
H -4.072 -2.071 -1.104
H -0.660 2.025 -5.088
H 1.412 -2.778 -1.145
H -0.495 3.673 -2.529
H 2.372 2.231 0.070
H 4.357 -4.327 1.484
Ru -0.101 0.893 0.370
H 3.148 -0.288 2.560
H -1.140 -2.261 -2.011
N 3.186 0.290 -0.498
H 0.900 2.201 2.188
H 1.265 0.584 2.817
C -1.057 2.314 -4.096
C 0.889 2.089 -2.481
P 1.575 -0.644 0.014
C 3.255 -1.263 2.112
C -3.882 -2.981 2.111
C -0.395 -0.123 6.258
C -1.950 1.702 -0.740
C -4.192 2.110 -0.932
H 1.328 2.513 -1.582
C 4.362 -0.051 -1.179
C -0.638 -2.078 -1.049
H -1.922 -0.866 -2.912
C -0.862 1.144 5.879
H -1.521 2.391 4.228
C -2.794 -2.147 1.917
H 2.298 0.545 -2.472
C 2.709 -3.053 0.845
H -1.009 1.928 6.630
H -2.011 -1.834 2.581
H -5.154 2.602 -1.045
N -2.820 -1.666 0.606
H -1.379 1.873 2.030
H 0.616 3.692 -3.907
P -1.546 -0.762 -0.144
H -1.900 3.011 -4.290
C 5.095 1.109 -1.427
H 2.136 -3.646 0.149
H 6.042 1.184 -1.947
H 5.055 -2.153 2.989
N -2.670 0.441 -0.863
N 2.340 -1.724 1.142
C 3.844 -3.385 1.549
C -1.353 0.762 2.117
C -1.221 -0.125 -3.320
C -4.593 -3.042 0.861
C -0.125 -0.705 -4.178
H -0.500 -0.868 -5.204
C -0.342 -0.788 3.927
H -4.119 -3.496 3.026
C 3.194 1.680 -0.372
H 1.141 -1.409 -2.205
H 2.422 1.382 1.731
H -5.500 -3.596 0.667
H 0.106 -1.711 -3.807
H 1.130 0.814 -5.104
C 1.342 1.219 1.918
C -3.909 -2.261 -0.051
C -2.935 2.738 -0.796
H -0.216 -0.357 7.309
H 4.578 -1.083 -1.428
C -4.021 0.732 -0.925
C -0.945 0.425 3.554
H -2.636 1.357 -2.986
C -1.155 1.407 4.540
H -4.764 -0.043 -1.053
H 0.358 -2.029 5.540
C 0.018 3.031 -3.253
H -2.696 3.797 -0.732
H -2.398 0.432 1.982
C 4.195 -2.245 2.351
H -0.761 -3.002 -0.457
C -0.094 -1.069 5.274
*
```

Atom charges from the Mulliken analysis, given in e for atoms 1 to 5: 0.4083 -1.3602 0.4913 -0.4675 -0.4016